This record from the Open Molecules 2025 dataset describes the ion CH9N6 with charge +1 at a distorted geometry. The level of theory is ωB97M-V with the def2-TZVPD basis set.

Values from the calculation:
**Energy relative to the best compared isomer or geometry (same formula, charge and spin)**: 191.1 kJ/mol
**Gap between HOMO and LUMO**: 0.4217 Ha
**Molecular weight**: 105.1 g/mol
**SMILES**: NC(N)=N[NH+](N)N
**E_HOMO**: -14.47 eV
**E_LUMO**: -3.00 eV
**Net charge**: +1
**Energy**: -10114.4106 eV

```
16
CH9N6, DFT ωB97M-V with the def2-TZVPD basis set
H 2.419 1.319 0.456
N 1.441 1.062 0.381
H -1.662 0.689 -1.414
H -2.156 1.496 -0.076
N 2.374 -0.977 -0.205
C 1.233 -0.291 -0.069
H -2.423 -1.468 -0.397
N -1.374 1.050 -0.555
H -0.804 0.266 1.170
N 0.096 -0.882 -0.174
H 2.246 -1.593 -1.048
N -2.278 -0.780 0.415
H 3.267 -0.358 -0.118
N -1.040 -0.052 0.256
H 0.864 1.839 0.166
H -2.205 -1.322 1.210
```


This record from the Open Molecules 2025 dataset describes a cluster of 2 separate species, CH9N6 in total at a distorted geometry. The level of theory is ωB97M-V with the def2-TZVPD basis set.

Values from the calculation:
**Energy relative to the best compared isomer or geometry (same formula, charge and spin)**: 123.6 kJ/mol
**Gap between HOMO and LUMO**: 0.3620 Ha
**Molecular weight**: 105.1 g/mol
**E_HOMO**: -12.70 eV
**E_LUMO**: -2.85 eV
**Net charge**: +1
**Energy**: -10115.1096 eV

```
16
CH9N6, DFT ωB97M-V with the def2-TZVPD basis set
N 0.250 1.297 -1.809
N -2.704 -1.301 1.643
H -0.757 1.086 -1.658
H 2.963 1.275 -0.147
H 0.388 2.072 -2.403
N 0.920 -0.207 -0.143
H -1.870 -2.451 2.931
N -1.737 -1.745 2.225
H 2.496 2.325 -1.405
N 2.329 1.452 -0.864
C 1.172 0.815 -0.970
H -0.572 -1.004 0.706
N -0.347 -0.647 -0.203
H -3.660 -1.568 2.144
H 1.846 -0.795 0.073
H -0.534 -1.455 -0.879
```


This record from the Open Molecules 2025 dataset describes a cluster of 4 separate species, CH9NO5 in total at a distorted geometry. The level of theory is ωB97M-V with the def2-TZVPD basis set.

Values from the calculation:
**Energy relative to the best compared isomer or geometry (same formula, charge and spin)**: 53.1 kJ/mol
**Gap between HOMO and LUMO (spin up / spin down)**: 0.4063 / 0.1237 Ha
**Molecular weight**: 115.1 g/mol
**Spin multiplicity**: 2
**E_HOMO (spin up / spin down)**: -14.24 / -13.45 eV
**E_LUMO (spin up / spin down)**: -3.19 / -10.08 eV
**Net charge**: +1
**Energy**: -12901.0572 eV

```
16
CH9NO5, DFT ωB97M-V with the def2-TZVPD basis set
H -2.265 -1.212 2.268
H -1.165 -4.676 1.927
H 0.629 4.578 0.011
N 0.325 1.438 -1.247
O 1.324 4.101 -0.456
H 0.925 2.180 -0.970
H -0.629 1.605 -0.923
O -0.056 -0.811 -1.509
H 2.192 -0.886 -1.958
O -1.026 -3.739 2.121
H 2.129 4.108 0.071
C 0.675 0.165 -1.444
H -2.677 -2.012 0.932
H -0.391 -3.406 1.473
O -2.007 -1.503 1.391
O 2.017 0.069 -1.688
```


This record from the Open Molecules 2025 dataset describes a cluster of 4 separate species, CH9O4 in total at a distorted geometry. The level of theory is ωB97M-V with the def2-TZVPD basis set.

Values from the calculation:
**Energy relative to the best compared isomer or geometry (same formula, charge and spin)**: 47.4 kJ/mol
**Gap between HOMO and LUMO**: 0.3011 Ha
**Molecular weight**: 85.1 g/mol
**E_HOMO**: -3.97 eV
**E_LUMO**: 4.22 eV
**Net charge**: -1
**Energy**: -9373.6936 eV

```
14
CH9O4, DFT ωB97M-V with the def2-TZVPD basis set
C -1.447 -0.543 0.674
O -0.917 -0.142 -2.524
H 1.502 0.314 -0.726
H 1.315 -0.642 1.459
O -0.271 -0.117 0.069
H -0.876 0.762 -2.764
O 2.380 0.684 -0.901
H -0.729 -0.240 -1.534
H -1.844 -1.461 0.223
H -2.255 0.190 0.490
O 1.410 -0.107 2.266
H -1.420 -0.691 1.770
H 0.832 0.548 1.826
H 2.321 1.447 -0.328
```


This record from the Open Molecules 2025 dataset describes a cluster of 4 separate species, CH9O4 in total at a distorted geometry. The level of theory is ωB97M-V with the def2-TZVPD basis set.

Values from the calculation:
**Energy relative to the best compared isomer or geometry (same formula, charge and spin)**: 79.0 kJ/mol
**Gap between HOMO and LUMO**: 0.2668 Ha
**Molecular weight**: 85.1 g/mol
**E_HOMO**: -4.28 eV
**E_LUMO**: 2.98 eV
**Net charge**: -1
**Energy**: -9373.3660 eV

```
14
CH9O4, DFT ωB97M-V with the def2-TZVPD basis set
H 0.242 1.585 0.741
H 2.303 -1.732 0.039
H 3.099 -0.273 1.567
O -0.277 -0.462 0.539
H -0.952 1.233 -0.457
O 2.037 -1.306 0.854
H 2.973 1.016 2.403
H -4.675 0.320 -2.400
C -0.064 0.782 0.017
H -4.669 -1.036 -2.963
H 0.666 -0.922 0.607
O -5.006 -0.558 -2.189
O 3.608 0.457 1.995
H 0.714 0.897 -0.754
```


This record from the Open Molecules 2025 dataset describes a structure of composition CHAlO2 at a distorted geometry. The level of theory is ωB97M-V with the def2-TZVPD basis set.

Values from the calculation:
**Gap between HOMO and LUMO (spin up / spin down)**: 0.2565 / 0.3157 Ha
**Molecular weight**: 72.0 g/mol
**Spin multiplicity**: 2
**E_HOMO (spin up / spin down)**: -14.50 / -16.21 eV
**E_LUMO (spin up / spin down)**: -7.52 / -7.62 eV
**Net charge**: +1
**Energy**: -11733.7682 eV

```
5
CHAlO2, DFT ωB97M-V with the def2-TZVPD basis set
O -0.185 0.218 -1.837
H 0.788 0.655 1.690
O -0.499 0.713 0.451
C -0.582 0.741 -0.818
Al 0.420 -0.812 0.819
```


This record from the Open Molecules 2025 dataset describes a cluster of 2 separate species, CHBr2FO in total at a distorted geometry. The level of theory is ωB97M-V with the def2-TZVPD basis set.

Values from the calculation:
**Energy relative to the best compared isomer or geometry (same formula, charge and spin)**: 302.8 kJ/mol
**Gap between HOMO and LUMO (spin up / spin down)**: 0.3500 / 0.3499 Ha
**Molecular weight**: 207.8 g/mol
**E_HOMO (spin up / spin down)**: -10.34 / -10.34 eV
**E_LUMO (spin up / spin down)**: -0.82 / -0.82 eV
**Energy**: -145899.8989 eV

```
6
CHBr2FO, DFT ωB97M-V with the def2-TZVPD basis set
H 0.105 0.600 0.571
Br 2.945 0.116 -2.007
O 0.294 0.536 -0.420
Br 2.271 -1.759 0.576
F 0.833 -1.624 -1.635
C 1.698 -0.851 -0.996
```


This record from the Open Molecules 2025 dataset describes a structure of composition CHBr2NO3S at a distorted geometry. The level of theory is ωB97M-V with the def2-TZVPD basis set.

Values from the calculation:
**Energy relative to the best compared isomer or geometry (same formula, charge and spin)**: 0.0 kJ/mol
**Gap between HOMO and LUMO**: 0.3336 Ha
**Molecular weight**: 266.9 g/mol
**E_HOMO**: -9.35 eV
**E_LUMO**: -0.28 eV
**Energy**: -159602.6463 eV

```
9
CHBr2NO3S, DFT ωB97M-V with the def2-TZVPD basis set
Br -0.154 -1.453 -0.398
S 1.108 1.133 0.076
O -3.394 -0.536 -0.235
O -0.049 1.592 -0.630
Br 1.549 -0.957 2.161
C -3.847 -0.675 0.786
N 0.481 -0.355 0.874
O 2.134 0.387 -0.920
H 2.173 0.865 -1.715
```


This record from the Open Molecules 2025 dataset describes a structure of composition CHBr2P at a distorted geometry. The level of theory is ωB97M-V with the def2-TZVPD basis set.

Values from the calculation:
**Energy relative to the best compared isomer or geometry (same formula, charge and spin)**: 435.6 kJ/mol
**Gap between HOMO and LUMO (spin up / spin down)**: 0.2118 / 0.2119 Ha
**Molecular weight**: 203.8 g/mol
**E_HOMO (spin up / spin down)**: -7.48 / -7.48 eV
**E_LUMO (spin up / spin down)**: -1.72 / -1.72 eV
**Energy**: -150420.5407 eV

```
5
CHBr2P, DFT ωB97M-V with the def2-TZVPD basis set
C 0.469 -1.821 -0.487
P 0.219 2.132 -0.087
Br -0.347 -2.300 0.977
H -0.967 1.990 0.557
Br 0.627 -0.001 -0.961
```


This record from the Open Molecules 2025 dataset describes a cluster of 2 separate species, CHBrN2 in total at a distorted geometry. The level of theory is ωB97M-V with the def2-TZVPD basis set.

Values from the calculation:
**Energy relative to the best compared isomer or geometry (same formula, charge and spin)**: 474.1 kJ/mol
**Gap between HOMO and LUMO (spin up / spin down)**: 0.3713 / 0.3447 Ha
**Molecular weight**: 120.9 g/mol
**E_HOMO (spin up / spin down)**: -10.68 / -9.83 eV
**E_LUMO (spin up / spin down)**: -0.57 / -0.45 eV
**Energy**: -74069.0029 eV

```
5
CHBrN2, DFT ωB97M-V with the def2-TZVPD basis set
Br 3.115 -0.543 0.019
C 2.288 1.108 0.014
N 1.815 2.061 0.757
N 1.592 1.887 -0.819
H -0.020 0.248 -0.574
```


This record from the Open Molecules 2025 dataset describes a cluster of 2 separate species, CHBrNO2 in total at a distorted geometry. The level of theory is ωB97M-V with the def2-TZVPD basis set.

Values from the calculation:
**Energy relative to the best compared isomer or geometry (same formula, charge and spin)**: 557.1 kJ/mol
**Gap between HOMO and LUMO**: 0.2616 Ha
**Molecular weight**: 138.9 g/mol
**E_HOMO**: -3.47 eV
**E_LUMO**: 3.65 eV
**Net charge**: -1
**Energy**: -76676.2034 eV

```
6
CHBrNO2, DFT ωB97M-V with the def2-TZVPD basis set
O 2.678 0.822 -0.493
C 0.283 -0.852 -1.590
O 1.261 2.332 -1.250
N 1.686 1.179 -1.100
H 1.095 -0.742 -2.337
Br 1.066 -1.905 -0.204
```


This record from the Open Molecules 2025 dataset describes a structure of composition CHCaFLiO3 at a distorted geometry. The level of theory is ωB97M-V with the def2-TZVPD basis set.

Values from the calculation:
**Gap between HOMO and LUMO**: 0.3563 Ha
**Molecular weight**: 127.0 g/mol
**E_HOMO**: -23.07 eV
**E_LUMO**: -13.37 eV
**Net charge**: +3
**Energy**: -28522.7591 eV

```
8
CHCaFLiO3, DFT ωB97M-V with the def2-TZVPD basis set
H 0.719 0.781 -1.125
F -1.030 -0.996 0.620
Li 1.931 -2.271 -1.457
O 0.539 -0.008 -0.485
C -0.372 0.072 0.502
Ca -1.762 2.262 2.440
O 0.547 -0.952 -1.548
O -0.572 1.113 1.052
```


This record from the Open Molecules 2025 dataset describes an isolated molecule of CHCl2FS2 at a distorted geometry. The level of theory is ωB97M-V with the def2-TZVPD basis set.

Values from the calculation:
**Energy relative to the best compared isomer or geometry (same formula, charge and spin)**: 0.0 kJ/mol
**Gap between HOMO and LUMO**: 0.3511 Ha
**Molecular weight**: 167.1 g/mol
**SMILES**: FC(Cl)(Cl)SS
**E_HOMO**: -9.88 eV
**E_LUMO**: -0.33 eV
**Energy**: -50485.3799 eV

```
7
CHCl2FS2, DFT ωB97M-V with the def2-TZVPD basis set
S 1.941 0.435 -0.448
S 0.250 1.316 0.483
Cl -0.311 -1.708 0.056
F -1.330 0.095 -1.331
Cl -2.376 0.053 0.882
H 2.767 -0.163 0.441
C -0.941 -0.028 -0.082
```


This record from the Open Molecules 2025 dataset describes a cluster of 2 separate species, CHCl2N in total at a distorted geometry. The level of theory is ωB97M-V with the def2-TZVPD basis set.

Values from the calculation:
**Energy relative to the best compared isomer or geometry (same formula, charge and spin)**: 32.2 kJ/mol
**Gap between HOMO and LUMO**: 0.4427 Ha
**Molecular weight**: 97.9 g/mol
**SMILES**: N#CCl.Cl
**E_HOMO**: -11.61 eV
**E_LUMO**: 0.44 eV
**Energy**: -27587.1849 eV

```
5
CHCl2N, DFT ωB97M-V with the def2-TZVPD basis set
N 1.914 -0.916 -0.040
H -1.687 2.310 -0.689
Cl -1.005 1.416 -1.417
C 1.004 -1.177 0.622
Cl -0.227 -1.633 1.524
```


This record from the Open Molecules 2025 dataset describes a cluster of 2 separate species, CHCl2NO2 in total at a distorted geometry. The level of theory is ωB97M-V with the def2-TZVPD basis set.

Values from the calculation:
**Energy relative to the best compared isomer or geometry (same formula, charge and spin)**: 401.8 kJ/mol
**Gap between HOMO and LUMO (spin up / spin down)**: 0.2429 / 0.3523 Ha
**Molecular weight**: 129.9 g/mol
**E_HOMO (spin up / spin down)**: -8.45 / -10.26 eV
**E_LUMO (spin up / spin down)**: -1.84 / -0.68 eV
**Energy**: -31677.7160 eV

```
7
CHCl2NO2, DFT ωB97M-V with the def2-TZVPD basis set
O -1.788 0.048 0.728
H 1.008 -0.741 0.154
Cl 1.786 1.061 -1.288
C 1.176 0.323 0.095
Cl 0.656 1.314 1.294
N -1.206 -0.600 -0.105
O -1.633 -1.405 -0.878
```


This record from the Open Molecules 2025 dataset describes a cluster of 2 separate species, CHCl2NO2 in total at a distorted geometry. The level of theory is ωB97M-V with the def2-TZVPD basis set.

Values from the calculation:
**Energy relative to the best compared isomer or geometry (same formula, charge and spin)**: 382.0 kJ/mol
**Gap between HOMO and LUMO**: 0.3831 Ha
**Molecular weight**: 129.9 g/mol
**E_HOMO**: -11.22 eV
**E_LUMO**: -0.79 eV
**Energy**: -31677.9220 eV

```
7
CHCl2NO2, DFT ωB97M-V with the def2-TZVPD basis set
Cl 1.904 -0.607 0.029
O -0.214 -0.813 -1.617
Cl -0.292 -0.506 1.895
O -1.550 0.443 -0.517
H 0.354 1.584 0.451
N -0.562 -0.138 -0.666
C 0.359 0.037 0.425
```


This record from the Open Molecules 2025 dataset describes a cluster of 2 separate species, CHCl2NS in total at a distorted geometry. The level of theory is ωB97M-V with the def2-TZVPD basis set.

Values from the calculation:
**Energy relative to the best compared isomer or geometry (same formula, charge and spin)**: 282.9 kJ/mol
**Gap between HOMO and LUMO**: 0.2523 Ha
**Molecular weight**: 130.0 g/mol
**E_HOMO**: -7.72 eV
**E_LUMO**: -0.86 eV
**Energy**: -38419.8376 eV

```
6
CHCl2NS, DFT ωB97M-V with the def2-TZVPD basis set
S 1.088 0.748 -2.355
N -1.001 -0.105 0.765
H -0.511 0.808 -0.212
Cl 0.240 1.864 -0.851
Cl 0.606 -2.297 1.468
C -0.422 -1.019 1.184
```


This record from the Open Molecules 2025 dataset describes an isolated molecule of CHCl2O2P at a distorted geometry. The level of theory is ωB97M-V with the def2-TZVPD basis set.

Values from the calculation:
**Energy relative to the best compared isomer or geometry (same formula, charge and spin)**: 398.6 kJ/mol
**Gap between HOMO and LUMO**: 0.3600 Ha
**Molecular weight**: 146.9 g/mol
**SMILES**: ClC(Cl)p1oo1
**E_HOMO**: -10.74 eV
**E_LUMO**: -0.95 eV
**Energy**: -39478.0176 eV

```
7
CHCl2O2P, DFT ωB97M-V with the def2-TZVPD basis set
C -0.508 0.503 0.058
P 1.266 -0.046 0.109
O 1.176 -1.601 -0.362
Cl -1.026 0.371 -1.931
O 1.051 -1.368 1.004
H -1.338 -0.067 0.682
Cl -0.621 2.208 0.440
```


This record from the Open Molecules 2025 dataset describes a cluster of 2 separate species, CHCl2P in total at a distorted geometry. The level of theory is ωB97M-V with the def2-TZVPD basis set.

Values from the calculation:
**Energy relative to the best compared isomer or geometry (same formula, charge and spin)**: 463.3 kJ/mol
**Gap between HOMO and LUMO (spin up / spin down)**: 0.2343 / 0.2862 Ha
**Molecular weight**: 114.9 g/mol
**E_HOMO (spin up / spin down)**: -8.15 / -9.44 eV
**E_LUMO (spin up / spin down)**: -1.77 / -1.65 eV
**Energy**: -35381.4819 eV

```
5
CHCl2P, DFT ωB97M-V with the def2-TZVPD basis set
H -1.885 -1.371 0.753
C 0.755 0.311 0.169
Cl 2.208 -0.530 -0.235
Cl 0.633 1.994 -0.363
P -1.712 -0.404 -0.324
```


This record from the Open Molecules 2025 dataset describes a cluster of 2 separate species, CHCl3N2 in total at a distorted geometry. The level of theory is ωB97M-V with the def2-TZVPD basis set.

Values from the calculation:
**Energy relative to the best compared isomer or geometry (same formula, charge and spin)**: 359.2 kJ/mol
**Gap between HOMO and LUMO (spin up / spin down)**: 0.3074 / 0.2623 Ha
**Molecular weight**: 147.4 g/mol
**E_HOMO (spin up / spin down)**: -9.44 / -8.36 eV
**E_LUMO (spin up / spin down)**: -1.08 / -1.22 eV
**Energy**: -41593.8753 eV

```
7
CHCl3N2, DFT ωB97M-V with the def2-TZVPD basis set
H 1.565 -1.407 0.512
Cl 1.975 1.904 -0.649
N 0.937 0.651 -0.034
C 0.882 -0.527 0.277
Cl -1.816 1.093 0.557
Cl -1.995 -1.160 -1.082
N -1.548 -0.555 0.420
```